No. 1
A structure of composition C23H24AlN3O3Si, computed with ωB97M-V/def2-TZVPD.

CARTESIAN COORDINATES (ANGSTROEM)
Si -1.343 -1.659 2.273
Al -0.140 0.191 0.075
O 1.258 0.297 1.209
O -0.054 0.419 -1.649
O 3.167 -0.625 2.767
N 0.430 2.416 1.622
N -0.226 2.073 0.437
N -1.449 -0.866 0.703
C -3.860 -1.273 -2.118
C 2.640 2.721 5.152
C -0.656 1.402 -2.323
C 0.277 -2.610 2.357
C -5.059 -0.564 -0.176
C -3.876 -0.544 0.548
C -2.678 -1.272 -1.393
C -1.553 2.190 -4.419
C -2.661 -0.902 -0.044
C -5.061 -0.923 -1.516
C -1.929 3.403 -3.840
C 2.948 0.485 3.501
C -1.645 3.618 -2.511
C -0.623 2.976 -0.372
C 3.709 0.618 4.663
C -0.920 1.211 -3.681
C 2.025 1.485 3.161
C 1.193 1.417 1.948
C 3.557 1.720 5.477
C -1.022 2.637 -1.729
C 1.892 2.596 4.005
C -2.747 -2.871 2.488
C -1.410 -0.402 3.646
H -1.548 -0.901 4.610
H -1.905 4.563 -2.046
H 0.079 -3.681 2.446
H -2.422 4.164 -4.428
H -5.985 -0.285 0.312
H -0.582 4.019 -0.062
H 1.174 3.356 3.727
H 4.154 1.804 6.376
H -1.757 2.011 -5.468
H -3.886 -0.230 1.585
H 4.415 -0.167 4.898
H -2.250 0.280 3.492
H 0.903 -2.315 3.203
H -3.051 -3.315 1.537
H -3.842 -1.561 -3.162
H -5.983 -0.928 -2.082
H 2.520 3.585 5.792
H -0.499 0.201 3.715
H -1.752 -1.572 -1.867
H -3.629 -2.412 2.939
H 2.553 -0.611 2.011
H 0.867 -2.470 1.448
H -0.623 0.271 -4.126
H -2.416 -3.677 3.148

Properties
- HOMO energy: -8.22 eV
- DFT total energy: -1813.01270 Ha
- E_LUMO: -0.43 eV
- Multiplicity: 1

***

No. 2
A structure of composition C23H24BeBr2ClF15K2N2O7S in a non-equilibrium geometry, computed with ωB97M-V/def2-TZVPD.

CARTESIAN COORDINATES (ANGSTROEM)
Br -4.402 1.033 5.722
Br -1.075 0.024 6.691
K 0.079 0.795 -2.215
K -6.337 2.045 0.509
Cl 3.452 -2.704 -5.159
S 3.072 -3.325 -2.308
F 1.862 -1.309 1.034
F -0.974 -1.197 1.146
F 8.414 1.333 -1.603
F -4.544 -2.100 1.329
F -0.089 -2.049 3.824
F -1.061 -3.357 1.466
F 6.395 1.156 -2.369
F 7.562 2.957 0.438
F 6.750 0.946 0.497
F 1.818 0.259 2.460
F 3.967 1.889 -2.041
F 3.308 -0.722 -2.180
F 5.105 -0.594 -0.943
F 1.697 -3.483 1.680
F 2.243 1.465 -0.795
O -5.714 3.839 3.689
O -5.500 5.988 4.364
O -3.750 4.650 4.447
O -3.856 -0.473 -0.080
O -4.197 1.317 1.245
O -3.603 1.601 -0.920
O 4.182 1.829 0.177
N 2.138 -3.086 -1.006
N 1.976 -3.180 -3.526
C 3.588 1.243 -0.917
C 0.886 -2.843 -1.443
C -0.287 -2.391 0.891
C -1.965 1.749 6.928
C -0.022 0.225 -4.578
C -4.567 0.161 2.000
C -1.462 -2.368 -1.297
C 6.694 2.109 -0.183
C -1.598 -2.457 -2.735
C -1.447 -0.328 -4.974
C 0.810 -2.926 -2.892
C -3.861 0.878 -0.009
C 7.199 1.932 -1.618
C -0.470 -2.708 -3.501
C -5.108 4.830 4.135
C -1.426 -1.712 -5.681
C -0.254 -2.533 -0.628
C -3.407 1.561 7.301
C 3.807 -0.265 -0.993
C -0.484 -2.759 -5.026
C 1.078 -2.251 1.596
C -3.851 -0.942 1.268
C 5.286 2.717 -0.007
Be -0.850 -2.550 5.726
H 5.072 3.469 -0.768
H -2.823 -1.110 1.595
H -1.166 -1.615 -6.752
H -5.661 0.046 1.979
H -0.877 -3.759 -5.311
H -2.543 -2.313 -3.265
H 0.767 -0.032 -5.299
H -3.843 2.501 7.636
H -2.470 -2.091 -5.665
H 5.326 3.270 0.931
H -1.864 0.396 -5.705
H -3.572 0.801 8.058
H 3.293 -0.770 -0.170
H 0.897 -1.941 2.682
H -1.838 2.295 5.997
H -3.622 5.565 4.745
H -1.413 2.255 7.719
H 0.208 -0.191 -3.537
H -4.245 0.250 3.035
H -0.146 1.359 -4.439
H -2.374 -2.164 -0.719
H 0.541 -2.713 -5.440
H 7.309 2.900 -2.114
H -2.163 -0.333 -4.129

Properties
- HOMO energy: -6.23 eV
- DFT total energy: -10245.65363 Ha
- E_LUMO: -4.75 eV
- Multiplicity: 1

***

No. 3
An isolated molecule of C23H24F3N5O4 in a non-equilibrium geometry, computed with ωB97M-V/def2-TZVPD.

CARTESIAN COORDINATES (ANGSTROEM)
F -5.442 4.801 -0.070
F -5.211 4.750 -2.205
F -6.331 3.205 -1.201
O 1.899 0.723 2.376
O 1.778 -4.755 0.623
O -1.504 -0.925 -4.349
O 3.237 -3.042 0.853
N -4.310 2.045 -3.047
N -3.666 2.297 -1.924
N -1.712 1.612 -0.740
N -0.548 -0.500 -2.337
N 2.228 -3.391 -1.129
C -0.091 3.696 3.225
C 0.487 -1.506 -2.419
C -1.021 2.586 1.308
C -1.481 -0.318 -3.297
C -2.515 1.506 -1.785
C 0.914 2.746 3.319
C -2.478 0.711 -2.933
C -5.246 3.980 -1.114
C 3.410 -3.403 2.220
C 0.959 1.702 2.398
C 2.777 -2.150 -1.626
C 1.112 -3.887 -1.907
C -1.050 3.632 2.235
C -0.015 1.630 1.407
C -3.156 3.290 0.137
C -0.020 -2.860 -1.902
C 1.707 -1.056 -1.615
C 2.228 -2.963 3.075
C 2.979 0.802 3.279
C 2.353 -3.799 0.158
C -3.980 3.173 -0.944
C -1.982 2.484 0.210
C -3.610 1.101 -3.660
H -0.841 -3.203 -2.532
H 3.122 -2.323 -2.651
H 2.646 0.680 4.315
H 3.644 -0.019 3.016
H -3.933 0.721 -4.608
H -0.116 4.504 3.940
H 0.746 -1.611 -3.480
H 1.455 -4.068 -2.930
H 4.330 -2.898 2.523
H 2.460 -3.114 4.126
H -0.392 -2.741 -0.881
H 1.411 -0.868 -0.580
H -3.412 3.976 0.925
H 2.008 -1.913 2.900
H 0.024 0.816 0.703
H -1.799 4.405 2.181
H 1.646 2.830 4.105
H 3.627 -1.863 -1.008
H 1.353 -3.554 2.818
H 0.785 -4.827 -1.463
H 3.542 -4.488 2.292
H -0.636 0.026 -1.478
H 2.113 -0.133 -2.030
H 3.517 1.749 3.177

Properties
- SMILES: CCOC(=O)N1CCC(NC(=O)c2cnn3c(C(F)(F)F)cc(-c4cccc(OC)c4)nc23)CC1
- HOMO energy: -8.89 eV
- DFT total energy: -1765.25659 Ha
- E_LUMO: -0.93 eV
- Multiplicity: 1

***

No. 4
A cluster of 2 separate species, C23H24FIN2O6 in total in a non-equilibrium geometry, computed with ωB97M-V/def2-TZVPD.

CARTESIAN COORDINATES (ANGSTROEM)
I -0.355 6.190 -3.031
F 4.383 0.095 -0.944
O -2.614 -2.204 -0.369
O -4.545 0.598 2.095
O -0.237 -2.310 -3.679
O 0.229 -2.379 -1.587
O -2.894 2.451 0.104
O 3.965 -2.041 -1.224
N -3.141 0.091 0.004
N 0.381 -2.894 -2.866
C 1.234 -0.084 -2.028
C -0.319 3.569 -1.279
C -0.109 2.031 -1.386
C 0.144 -0.969 -1.553
C -2.660 4.394 -2.218
C 6.305 -4.957 3.356
C 5.148 -3.978 1.025
C 7.033 -4.122 2.517
C 4.997 -5.297 3.034
C 3.663 -0.942 -1.550
C -2.365 -1.033 -0.410
C 2.558 -0.647 -2.632
C -1.134 1.093 -0.905
C -1.068 -0.379 -0.982
C -3.290 1.845 3.813
C 4.419 -4.810 1.868
C -4.580 0.136 -0.358
C -5.372 0.719 0.924
C 1.103 1.395 -1.964
C 6.453 -3.631 1.353
C -2.510 1.349 -0.209
C -1.122 4.195 -2.502
C -4.536 1.814 2.855
H 3.016 0.115 -3.331
H -3.173 5.082 -2.940
H 8.052 -3.853 2.770
H 4.699 -3.601 0.114
H -5.460 1.807 3.510
H 2.440 -1.594 -3.215
H -4.996 -0.837 -0.714
H -5.620 1.796 0.704
H -2.870 4.807 -1.189
H 4.428 -5.945 3.692
H -1.031 3.535 -3.407
H 1.953 2.010 -2.341
H 7.019 -2.977 0.699
H -4.734 0.910 -1.169
H -2.318 2.037 3.266
H -3.159 3.386 -2.266
H -0.787 3.860 -0.295
H -4.519 2.753 2.242
H -3.415 2.706 4.530
H 6.758 -5.342 4.263
H 3.399 -5.077 1.615
H 0.706 4.046 -1.293
H -6.359 0.194 1.083
H -3.197 0.895 4.402

Properties
- SMILES: CCOCCN1C(=O)c2c(C[C@@H](C)I)cc(CC(=O)F)c(ON=O)c2C1=O.c1ccccc1
- HOMO energy: -9.04 eV
- DFT total energy: -1849.17739 Ha
- E_LUMO: -1.09 eV
- Multiplicity: 1

***

No. 5
An isolated molecule of C23H24FNO, computed with ωB97M-V/def2-TZVPD.

CARTESIAN COORDINATES (ANGSTROEM)
F -0.972 -4.414 -2.709
O 5.843 0.475 1.506
N -1.600 0.605 -1.196
C 0.283 -0.676 1.305
C -4.443 4.642 -0.513
C -3.272 2.950 -1.745
C 2.661 -1.373 1.497
C 3.625 1.191 1.312
C 0.710 -1.740 -0.955
C 4.025 -1.158 1.556
C -4.241 2.424 0.379
C -1.073 -2.585 0.401
C -1.404 -3.501 -0.580
C 4.524 0.136 1.461
C -3.527 2.024 -0.740
C 2.266 0.961 1.253
C -0.660 -3.520 -1.745
C -4.701 3.726 0.492
C -3.725 4.251 -1.631
C -0.726 1.198 -0.204
C 1.756 -0.329 1.338
C 0.397 -2.652 -1.947
C -0.674 0.525 1.182
C -3.020 0.613 -0.884
C -0.019 -1.693 0.228
C 6.793 -0.549 1.666
H -1.679 0.183 1.436
H -4.443 1.714 1.170
H -3.529 0.136 -1.728
H 0.057 -1.149 2.272
H 6.652 -1.085 2.610
H -5.258 4.025 1.368
H 4.019 2.193 1.244
H -1.061 2.232 -0.072
H 7.763 -0.054 1.676
H -0.396 1.267 1.932
H 0.273 1.219 -0.644
H 1.533 -1.058 -1.103
H 4.683 -2.003 1.679
H -2.705 2.636 -2.609
H -2.220 -4.194 -0.452
H 6.761 -1.262 0.835
H 1.608 1.808 1.144
H -1.301 -0.339 -1.413
H 2.289 -2.386 1.573
H -3.277 0.036 0.021
H 0.958 -2.694 -2.867
H -1.645 -2.564 1.318
H -4.800 5.658 -0.424
H -3.521 4.963 -2.417

Properties
- Energy relative to the best compared isomer or geometry (same formula, charge and spin): 25.4 kcal per mole
- SMILES: COc1ccc([C@@H](CCNCc2ccccc2)c2ccc(F)cc2)cc1
- HOMO energy: -8.29 eV
- DFT total energy: -1120.68667 Ha
- E_LUMO: 0.73 eV
- Multiplicity: 1

***

No. 6
An isolated molecule of C23H24N2O5S2 in a non-equilibrium geometry, computed with ωB97M-V/def2-TZVPD.

CARTESIAN COORDINATES (ANGSTROEM)
S 4.091 -1.576 1.005
S -6.308 -1.149 -0.050
O -2.821 -2.923 0.076
O 4.083 -2.930 0.538
O 4.622 -1.280 2.302
O -1.708 1.802 1.046
O -4.946 -3.636 -0.125
N 4.963 -0.693 -0.089
N -2.521 -0.262 0.442
C -3.893 -0.179 0.306
C 2.033 0.091 1.764
C 1.495 -1.546 0.083
C -4.591 -1.363 0.114
C 4.248 1.458 -1.862
C -1.544 0.630 0.778
C -4.494 2.326 0.438
C 0.745 0.587 1.686
C -7.148 1.493 0.080
C -0.181 0.012 0.816
C 4.348 1.695 -0.353
C 3.799 0.025 -2.142
C -5.523 3.238 0.392
C 0.200 -1.061 0.012
C -6.114 0.568 0.123
C -4.471 -4.970 -0.224
C 2.398 -0.967 0.954
C -4.769 0.959 0.307
C -4.020 -2.688 0.026
C 4.818 3.110 -0.038
C -6.845 2.830 0.215
C 5.315 0.664 0.245
C 4.775 -0.958 -1.494
H 2.758 0.500 2.451
H -8.164 1.157 -0.060
H -2.218 -1.237 0.351
H 4.426 -1.988 -1.573
H 4.124 3.841 -0.447
H 5.801 3.291 -0.468
H 1.815 -2.383 -0.517
H 5.752 -0.881 -1.986
H -3.845 -5.085 -1.111
H 5.337 0.721 1.333
H 5.226 1.629 -2.319
H -7.635 3.565 0.184
H 3.542 2.165 -2.303
H -3.881 -5.228 0.658
H -3.479 2.652 0.586
H -0.492 -1.515 -0.681
H -5.302 4.289 0.495
H 3.356 1.544 0.086
H 6.327 0.856 -0.133
H 4.882 3.260 1.037
H 2.796 -0.126 -1.736
H -5.353 -5.600 -0.294
H 3.763 -0.159 -3.217
H 0.432 1.422 2.294

Properties
- Energy relative to the best compared isomer or geometry (same formula, charge and spin): 0.0 kcal per mole
- SMILES: COC(=O)c1sc2ccccc2c1NC(=O)c1ccc(S(=O)(=O)N2CCC[C@H](C)C2)cc1
- HOMO energy: -8.17 eV
- DFT total energy: -2172.98592 Ha
- E_LUMO: -0.43 eV
- Multiplicity: 1

***

No. 7
A structure of composition C23H24N2O6PTeW in a non-equilibrium geometry, computed with ωB97M-V/def2-TZVPD.

CARTESIAN COORDINATES (ANGSTROEM)
W -0.417 0.101 0.149
Te -1.475 -0.026 2.379
P 0.260 2.484 0.322
O -0.727 -1.525 -1.274
O 3.427 -5.117 0.984
O -0.174 0.487 -1.923
O -5.540 -0.421 -4.099
O -6.382 0.892 -2.391
O -0.039 -6.704 -0.058
N 1.158 -5.188 1.142
N 1.401 -0.931 0.638
C 1.400 -2.274 0.554
C 3.358 -1.056 1.997
C 1.025 -6.598 0.870
C 2.322 -3.058 1.207
C -4.298 1.081 -1.133
C -2.949 0.711 -1.176
C -5.065 0.643 -2.180
C 3.332 -2.433 1.926
C 1.870 2.959 1.005
C 2.369 -0.338 1.352
C -4.562 -0.141 -3.203
C 2.354 -4.557 1.092
C -0.942 3.488 1.228
C -3.256 -0.551 -3.242
C 3.001 2.808 0.201
C 4.258 3.137 0.682
C 3.282 3.772 2.785
C 4.399 3.620 1.978
C 0.249 3.272 -1.307
C -2.456 -0.090 -2.194
C -1.053 -0.470 -1.919
C -6.742 0.185 -3.593
C 2.019 3.448 2.299
H -0.227 -7.637 -0.205
H -2.339 1.096 -0.323
H 4.087 -3.038 2.412
H -0.772 3.272 -1.689
H 3.387 4.152 3.793
H -4.711 1.680 -0.334
H 1.160 3.573 2.948
H -1.914 3.361 0.752
H 0.867 2.735 -2.019
H 4.119 -0.526 2.553
H -1.022 3.168 2.263
H 5.379 3.882 2.356
H -2.880 -1.189 -4.030
H -0.647 4.538 1.173
H 0.798 -7.146 1.786
H 5.128 3.020 0.048
H 0.629 -2.710 -0.063
H -7.462 -0.592 -3.346
H 1.977 -6.938 0.470
H -7.122 0.891 -4.325
H 0.609 4.294 -1.194
H 2.327 0.732 1.420
H 2.912 2.425 -0.811
H 0.313 -4.655 1.262

Properties
- HOMO energy (alpha / beta): -10.88 / -10.88 eV
- DFT total energy: -2128.04872 Ha
- E_LUMO (alpha / beta): -4.03 / -4.03 eV
- Net charge: +1
- Multiplicity: 1

***

No. 8
An isolated molecule of C23H24N4O3 in a non-equilibrium geometry, computed with ωB97M-V/def2-TZVPD.

CARTESIAN COORDINATES (ANGSTROEM)
O 1.370 5.117 3.357
O 3.841 -6.165 -0.575
O -1.197 4.125 2.770
N -1.558 0.277 2.169
N 0.521 -1.714 -0.651
N -2.178 1.874 0.625
N -0.179 -1.585 1.661
C 1.134 -3.839 0.339
C 3.208 -4.102 -1.469
C -0.896 -0.831 2.463
C 0.268 -0.953 -1.766
C 1.946 -4.958 0.384
C -2.466 1.363 -2.461
C -2.952 2.294 -3.360
C -0.169 -1.165 0.391
C -2.091 2.930 -4.239
C -2.189 4.071 1.780
C -0.251 1.690 -3.325
C 1.350 -2.844 -0.607
C -0.741 2.620 -4.223
C -0.047 3.335 2.515
C -0.584 0.078 -1.475
C 1.022 3.767 3.519
C -2.850 2.692 1.600
C 2.989 -5.105 -0.525
C -0.867 -0.031 -0.078
C 3.682 -7.201 0.364
C -1.105 1.057 -2.425
C 2.404 -2.984 -1.509
C -1.549 0.714 0.907
H 0.335 -3.723 1.052
H -2.122 2.215 -0.323
H 4.026 -4.219 -2.162
H 4.466 -7.923 0.142
H -1.778 4.402 0.810
H -0.067 3.107 -4.913
H -2.472 3.659 -4.939
H -2.835 2.149 2.546
H 0.803 1.454 -3.306
H -3.888 2.842 1.284
H -3.145 0.842 -1.800
H 2.705 -7.686 0.266
H 0.545 5.619 3.362
H 0.645 3.585 4.534
H -2.940 4.793 2.108
H 3.806 -6.837 1.389
H -4.008 2.520 -3.379
H 0.308 3.512 1.489
H -0.943 -1.143 3.498
H 1.933 3.186 3.365
H 1.750 -5.708 1.133
H -0.265 2.269 2.645
H 2.610 -2.211 -2.233
H 0.666 -1.228 -2.723

Properties
- Energy relative to the best compared isomer or geometry (same formula, charge and spin): 47.0 kcal per mole
- SMILES: COc1ccc(-n2cc(-c3ccccc3)c3c(NCCOCCO)ncnc32)cc1
- HOMO energy: -7.71 eV
- DFT total energy: -1335.59880 Ha
- E_LUMO: 0.66 eV
- Multiplicity: 1